Record 1
C15H14ClN3O4S | ωB97M-V with the def2-TZVPD basis set

Summary:
F_max: 0.022 Eh/bohr
frontier orbital gap: 9.256 eV
energy relative to the best compared isomer or geometry (same formula, charge and spin): 0.89 kcal/mol
structure (SMILES): CC(=O)N1CCOc2ccc(S(=O)(=O)Nc3ccc(Cl)cn3)cc21
HOMO level: -8.8 eV
E_tot: -1903.623635 Ha

The geometry in ORCA input format:
```
! RIJCOSX wB97M-V def2-TZVPD def2/J DEFGRID3
* xyz 0 1
C 1.694 -1.104 0.970
C 2.164 -1.667 -0.345
O 3.290 -2.085 -0.509
N 1.248 -1.737 -1.368
C 1.558 -2.569 -2.516
C 0.608 -3.762 -2.487
O -0.743 -3.340 -2.556
C -1.052 -2.168 -1.953
C -2.395 -1.791 -1.969
C -2.795 -0.595 -1.407
C -1.837 0.235 -0.856
S -2.322 1.823 -0.214
O -1.584 2.872 -0.841
O -3.751 1.906 -0.177
N -1.875 1.740 1.439
C -0.700 2.288 1.898
C -0.637 2.960 3.127
C 0.567 3.495 3.530
C 1.672 3.351 2.695
Cl 3.198 4.018 3.138
C 1.521 2.653 1.508
N 0.370 2.126 1.130
C -0.503 -0.106 -0.831
C -0.094 -1.334 -1.342
H 1.799 -0.023 0.979
H 2.334 -1.511 1.749
H 0.656 -1.355 1.169
H 2.596 -2.892 -2.433
H 1.416 -1.994 -3.435
H 0.759 -4.421 -3.344
H 0.765 -4.333 -1.563
H -3.102 -2.459 -2.433
H -3.827 -0.286 -1.401
H -2.680 1.870 2.032
H -1.520 3.059 3.739
H 0.655 4.024 4.466
H 2.354 2.509 0.833
H 0.194 0.605 -0.421
*
```

Record 2
C15H36NO4S2SeSi2Sn | ωB97M-V with the def2-TZVPD basis set

Summary:
F_max: 0.057 Eh/bohr
frontier orbital gap: 6.415 eV
energy relative to the best compared isomer or geometry (same formula, charge and spin): 16.25 kcal/mol
HOMO level: -3.9 eV
E_tot: -4940.269914 Ha

The geometry in ORCA input format:
```
! RIJCOSX wB97M-V def2-TZVPD def2/J DEFGRID3
* xyz -1 1
Sn 1.357 -0.599 1.537
C -2.009 0.097 2.899
C -2.523 -0.018 1.499
C -3.176 -1.346 1.304
C -3.444 1.094 1.081
O -1.353 0.074 0.644
Si -1.017 -0.250 -0.969
S 1.042 -0.822 -0.886
O -1.914 -1.511 -1.407
C -2.199 -2.117 -2.696
C -0.915 -2.443 -3.408
C -3.082 -1.203 -3.566
C -3.007 -3.330 -2.273
O -1.227 1.074 -1.872
C -0.429 2.273 -2.235
C 0.302 2.875 -1.019
C 0.510 1.792 -3.304
C -1.432 3.170 -2.907
H -2.846 0.337 3.639
H -1.216 0.840 2.893
H -1.541 -0.859 3.174
H -4.042 -1.573 1.973
H -2.463 -2.167 1.422
H -3.638 -1.449 0.301
H -4.466 0.995 1.487
H -3.516 1.087 -0.033
H -2.974 1.983 1.483
H -0.523 -1.539 -3.873
H -1.102 -3.200 -4.125
H -0.182 -2.855 -2.728
H -2.708 -0.163 -3.490
H -4.079 -1.184 -3.170
H -3.018 -1.475 -4.651
H -2.399 -3.825 -1.495
H -3.207 -4.049 -3.115
H -3.966 -3.001 -1.787
H 1.060 2.180 -0.715
H -0.433 2.955 -0.174
H 0.661 3.867 -1.308
H 1.184 0.960 -3.010
H 1.040 2.704 -3.573
H -0.102 1.463 -4.139
H -2.168 3.429 -2.131
H -1.973 2.539 -3.651
H -0.989 4.139 -3.274
C 5.279 1.866 1.742
Si 4.884 0.437 2.868
C 3.554 0.742 4.189
C 6.436 -0.129 3.751
Se 3.977 -1.300 1.687
H 5.835 2.632 2.269
H 4.419 2.393 1.273
H 5.921 1.527 0.850
H 3.963 1.443 4.962
H 3.275 -0.219 4.625
H 2.586 1.184 3.763
H 6.814 0.684 4.452
H 7.311 -0.472 3.144
H 6.157 -1.049 4.285
O 2.160 -4.112 3.343
S 1.023 -3.966 2.438
N 0.528 -2.613 2.005
*
```

Record 3
C3H6O2 | ωB97M-V with the def2-TZVPD basis set

Summary:
F_max: 0.066 Eh/bohr
frontier orbital gap: 9.850 eV
energy relative to the best compared isomer or geometry (same formula, charge and spin): 58.59 kcal/mol
structure (SMILES): CC=O.C=O
HOMO level: -9.3 eV
E_tot: -268.311850 Ha

The geometry in ORCA input format:
```
! RIJCOSX wB97M-V def2-TZVPD def2/J DEFGRID3
* xyz 0 1
C -1.471 0.281 -0.110
C -0.812 -1.053 0.121
O -1.025 -2.184 -0.262
H -2.565 0.215 -0.144
H -1.496 0.960 0.769
H -1.224 0.800 -1.037
H 0.208 -0.999 0.609
C 1.881 1.869 0.206
O 1.474 0.759 0.023
H 2.670 2.338 -0.457
H 1.469 2.430 1.151
*
```